[1]
Here is a structure of composition C21H43LuN2P3S2 in a non-equilibrium geometry from the OMol25 dataset. Energies are from ωB97M-V with the def2-TZVPD basis set.

For the gap between HOMO and LUMO (alpha / beta), the calculation gives 7.558 / 5.170 eV. The molecular weight comes out at 655.612 u. The charge is +3. As for the total energy: -3990.4844 Ha.

Cartesian coordinates (Å):
Lu 1.5778 -0.2594 -0.3101
P 2.4876 2.1398 0.7143
P -0.9179 0.5034 1.3528
P -1.7573 3.0065 -2.1540
H 2.3736 -1.4556 -2.4509
C 2.0765 -0.3779 -2.4397
C 2.9767 0.5631 -1.8509
H 4.0257 0.2612 -1.7157
C 3.6877 0.9794 1.5354
C 1.8010 3.0899 2.1212
C 3.6015 3.4250 0.0369
C -2.2869 -0.6846 1.0750
C -0.4184 0.0759 3.0722
C -1.9806 1.9642 1.7733
C -0.8667 3.2841 -3.6972
C -1.0939 4.0674 -0.8508
C -3.5422 2.8562 -2.3823
H 1.3455 -0.0914 -3.2024
H 2.9776 1.6393 -2.0738
H 3.8851 0.0684 0.9411
H 3.2976 0.6730 2.5122
H 4.6398 1.5081 1.6548
H 1.0594 2.4968 2.6675
H 1.2866 3.9854 1.7462
H 2.5805 3.4097 2.8283
H 3.8631 3.2133 -1.0006
H 4.5381 3.4776 0.6031
H 3.0956 4.3985 0.0588
H -3.2485 -0.2446 1.3701
H -2.1175 -1.6135 1.6238
H -2.3074 -0.9062 -0.0013
H -0.9187 0.7475 3.7855
H 0.6716 0.1716 3.1655
H -0.6983 -0.9582 3.2961
H -2.6086 1.7363 2.6508
H -2.6292 2.2003 0.9178
H -1.3419 2.8239 2.0144
H -1.3291 4.0635 -4.3242
H -0.8496 2.3347 -4.2502
H 0.1774 3.5665 -3.4923
H -1.2767 5.1344 -1.0622
H -0.0067 3.9073 -0.7520
H -1.5458 3.8271 0.1175
H -3.9189 3.4814 -3.1988
H -4.0762 3.0646 -1.4464
H -3.7129 1.7990 -2.6419
C -1.5354 -2.0431 -2.4371
C -2.8701 -2.5238 -2.5732
C -3.1289 -3.8961 -2.4801
C -2.0527 -4.7955 -2.3435
C -0.7237 -4.3379 -2.4459
C -0.4826 -2.9790 -2.5900
S -1.1385 -0.4253 -2.0407
H -1.6074 1.6216 -1.8692
H -3.6727 -1.8125 -2.7756
H -4.1662 -4.2525 -2.5605
H -2.2496 -5.8629 -2.2222
H 0.1105 -5.0538 -2.4546
H 0.5136 -2.5972 -2.8007
C -0.4720 -4.1898 1.4190
N 0.4855 -3.5700 2.3346
C 0.4491 -3.6577 3.7223
C 1.5129 -2.9797 4.2064
N 2.1897 -2.4497 3.1120
C 1.5728 -2.8464 1.9509
S 2.2227 -2.7031 0.3480
H -1.1490 -3.4406 0.9885
H 0.0694 -4.6772 0.6028
H -1.0475 -4.9178 1.9978
H -0.3181 -4.2010 4.2361
H 1.8453 -2.8411 5.2136
H 3.0668 -1.9203 3.1244

Force components x, y, z for each atom (eV/Å):
-2.463 -0.007 2.327
0.337 0.622 0.698
-0.759 -0.205 0.834
-0.026 -0.660 -0.329
-0.060 0.785 -0.106
1.463 0.334 -1.890
1.359 0.076 -2.014
-0.344 -0.256 0.411
-0.240 -0.075 -0.047
-0.213 -0.103 0.350
-0.004 -0.041 -0.584
-0.063 -0.165 -0.536
0.409 0.020 0.073
0.405 0.330 -0.368
0.154 -0.002 -0.245
-0.101 0.281 0.288
-0.251 0.309 -0.104
0.287 -0.117 0.424
-0.570 -0.579 -0.198
0.117 0.231 0.115
0.136 0.120 -0.044
-0.116 -0.299 0.123
0.164 0.072 -0.005
0.184 -0.202 0.026
-0.176 -0.066 -0.264
0.064 0.045 0.049
-0.294 0.071 0.037
0.143 -0.234 0.061
0.253 -0.240 0.010
-0.084 0.126 -0.032
-0.331 -0.084 0.515
0.292 -0.307 -0.123
-0.253 0.001 0.283
0.096 0.159 0.028
0.272 -0.073 -0.415
0.115 0.003 0.315
-0.281 -0.090 -0.030
0.104 -0.268 0.315
-0.125 0.274 0.024
-0.366 -0.037 0.025
0.037 -0.412 -0.067
-0.391 -0.019 -0.281
-0.016 0.112 -0.351
0.009 0.024 0.311
0.083 0.076 -0.259
0.072 0.367 0.024
0.165 0.014 -0.487
-0.374 -0.512 0.101
0.016 0.811 -0.286
-0.057 0.069 0.020
0.150 0.219 -0.292
0.359 -0.827 0.551
-0.232 -0.983 -0.207
0.650 1.009 0.402
0.142 -0.205 0.400
0.631 0.125 0.113
0.047 0.330 -0.084
-0.472 0.372 -0.096
-0.127 -0.199 0.330
-0.078 -0.120 -0.055
0.829 0.658 -0.154
0.309 0.236 -0.390
0.073 0.265 -0.565
-0.427 -0.442 -0.715
0.000 -0.229 1.282
-0.266 0.161 0.269
0.206 -0.166 0.162
-0.117 0.001 0.241
0.111 0.097 -0.266
-0.120 -0.118 0.073
0.073 0.090 0.216
-0.520 -0.552 0.063

Atom charges from the Löwdin analysis, given in e for atoms 1 to 4: 1.028, 0.713, 0.755, 0.885

***

[2]
Here is a structure of composition C21H43N2OP3SV in a non-equilibrium geometry from the OMol25 dataset. Energies are from ωB97M-V with the def2-TZVPD basis set.

For the gap between HOMO and LUMO (alpha / beta), the calculation gives 4.610 / 4.008 eV. The molecular weight comes out at 515.521 u. The charge is +3. As for the total energy: -3375.8856 Ha. As for the spin multiplicity: 3.

Cartesian coordinates (Å):
V 0.2292 -0.3815 0.4951
P -1.4657 -1.9126 0.5640
P 1.3997 -1.1654 2.3724
P 1.3369 -1.4508 -1.2102
H -0.5996 5.3193 -4.9553
C -0.6673 4.4147 -5.5740
C -1.8297 3.7695 -5.7471
H -2.7445 4.0977 -5.2478
C -2.9325 -1.1794 1.3437
C -1.2491 -3.4623 1.5269
C -2.1473 -2.4860 -1.0407
C 2.7622 0.0392 2.6197
C 0.5481 -1.0971 4.0007
C 2.2400 -2.7882 2.5526
C 1.0857 -1.3957 -3.0190
C 1.5341 -3.2628 -1.0016
C 3.0320 -0.7583 -1.1438
H 0.2486 4.1064 -6.0992
H -1.9206 2.9358 -6.4524
H -3.0887 -0.1699 0.9420
H -2.7880 -1.1039 2.4286
H -3.7973 -1.8170 1.1137
H -0.9710 -3.2489 2.5683
H -0.4751 -4.1111 1.0998
H -2.2058 -4.0039 1.5251
H -2.3115 -1.6242 -1.7030
H -3.1012 -2.9876 -0.8465
H -1.4547 -3.1849 -1.5221
H 3.4287 -0.3496 3.4020
H 2.3652 1.0179 2.9360
H 3.3288 0.1662 1.6860
H 0.9408 -1.8964 4.6442
H -0.5333 -1.2318 3.8810
H 0.7317 -0.1350 4.4956
H 3.3235 -2.6743 2.4102
H 1.8683 -3.5091 1.8162
H 2.0479 -3.1901 3.5586
H 1.6935 -2.1839 -3.4773
H 1.4083 -0.4321 -3.4268
H 0.0323 -1.5440 -3.2791
H 1.6305 -3.7024 -2.0007
H 0.6692 -3.7204 -0.5061
H 2.4434 -3.4800 -0.4310
H 3.4918 -0.9750 -2.1177
H 3.6187 -1.2438 -0.3491
H 2.9995 0.3354 -1.0028
C -1.3923 1.3897 -2.3583
C -0.2991 2.3023 -2.0894
C 0.7595 2.3767 -2.9711
C 0.7073 1.6914 -4.2013
C -0.4831 1.0598 -4.5962
C -1.5594 1.0121 -3.7501
O -2.0849 0.8314 -1.4478
H -0.4868 -0.8062 -0.9133
H -0.2765 2.8082 -1.1180
H 1.6387 2.9851 -2.7220
H 1.5761 1.6850 -4.8677
H -0.5465 0.6516 -5.6087
H -2.5190 0.5897 -4.0367
C -2.3704 1.4162 3.9978
N -1.0749 2.0726 3.8401
C -0.3705 2.7238 4.8411
C 0.8014 3.1546 4.3136
N 0.8107 2.7472 2.9909
C -0.3555 2.0968 2.6853
S -0.9061 1.6193 1.1518
H -2.2586 0.3410 4.2036
H -2.8891 1.8578 4.8513
H -2.9580 1.5620 3.0875
H -0.7735 2.8137 5.8321
H 1.6140 3.7079 4.7422
H 1.5410 2.9675 2.3138

Force components x, y, z for each atom (eV/Å):
-0.779 1.917 -0.557
-1.458 -1.427 0.202
1.195 -0.999 1.808
1.808 -0.947 -0.786
-0.005 -0.466 -0.212
-0.389 -0.165 -0.035
0.549 0.353 -0.048
0.249 -0.048 -0.207
-0.169 0.251 -0.032
-0.075 -0.065 -0.035
0.021 -0.069 0.186
0.089 0.198 -0.107
-0.400 0.226 0.070
0.112 -0.342 -0.387
-0.482 0.283 -0.080
-0.100 -0.176 -0.069
0.266 -0.206 -0.246
-0.436 0.200 0.132
0.034 0.259 0.300
-0.103 -0.348 0.084
-0.083 -0.077 -0.261
0.161 0.201 0.222
-0.124 0.024 -0.266
-0.260 0.130 0.094
0.275 0.058 0.036
-0.046 -0.293 0.288
0.176 -0.046 -0.188
-0.155 0.047 0.034
-0.110 0.191 -0.199
0.240 -0.586 -0.107
-0.016 -0.034 0.326
-0.198 0.344 -0.161
0.201 -0.018 0.129
-0.086 -0.163 -0.141
-0.278 -0.052 0.025
0.109 0.110 0.223
0.189 0.139 -0.428
-0.112 0.210 0.089
-0.023 -0.202 0.164
0.184 -0.093 -0.044
0.045 -0.076 0.320
0.331 0.139 -0.167
-0.212 0.044 -0.053
0.214 0.135 0.331
-0.160 0.307 -0.223
0.106 -0.392 -0.011
-1.862 -0.973 1.448
1.625 0.482 0.438
-0.198 0.697 1.179
-0.061 0.075 0.045
-1.092 -0.283 -0.554
0.242 -0.830 -0.928
2.003 1.519 -2.113
-0.099 0.311 0.107
-0.003 -0.127 -0.480
-0.440 -0.264 -0.150
-0.296 0.083 0.184
-0.080 0.134 0.363
0.166 -0.093 -0.054
-0.336 -0.107 0.168
0.722 -0.037 -0.727
0.110 -0.129 -0.277
-0.296 -0.302 -0.210
-0.745 -0.108 -0.214
0.808 0.914 1.735
-0.317 0.003 -0.389
0.139 0.388 -0.134
0.081 0.044 -0.208
0.083 -0.010 0.232
0.003 0.068 0.111
0.069 0.062 0.118
-0.522 0.005 0.296

Atom charges from the Löwdin analysis, given in e for atoms 1 to 4: -0.001, 0.707, 0.770, 0.724

***

[3]
Here is a structure of composition C21H43N2P3PrS in a non-equilibrium geometry from the OMol25 dataset. Energies are from ωB97M-V with the def2-TZVPD basis set.

For the gap between HOMO and LUMO (alpha / beta), the calculation gives 6.937 / 7.176 eV. The molecular weight comes out at 589.486 u. The charge is +3. As for the total energy: -2873.7697 Ha. As for the spin multiplicity: 3.

Cartesian coordinates (Å):
Pr -0.9772 -0.2536 -1.1040
P 1.6193 0.7434 0.6003
P -2.2571 1.8909 -0.0128
P 0.6565 1.4158 -2.8175
H -0.0384 -5.3652 -0.3409
C 0.7625 -4.9361 -0.9726
C 1.7438 -4.1534 -0.5070
H 1.6651 -3.5894 0.4295
C 2.1224 0.2678 2.3147
C 1.6351 2.5563 0.8968
C 3.2782 0.6235 -0.1786
C -3.8592 1.4706 -0.8204
C -2.7128 2.1438 1.7141
C -1.9307 3.5403 -0.6666
C 2.0117 0.5790 -3.7275
C 1.3470 3.0967 -2.6861
C -0.6212 1.8138 -4.0853
H 0.6946 -5.1446 -2.0612
H 2.6276 -3.9169 -1.0990
H 2.0754 -0.8182 2.4418
H 1.4710 0.7528 3.0528
H 3.1555 0.6029 2.4815
H 0.8280 2.8168 1.5887
H 1.5086 3.1072 -0.0387
H 2.6034 2.8095 1.3508
H 3.5354 -0.4324 -0.3224
H 4.0166 1.0882 0.4885
H 3.2870 1.1307 -1.1502
H -4.5111 2.3331 -0.6417
H -4.3118 0.5712 -0.3779
H -3.7601 1.3130 -1.9074
H -3.5066 2.8967 1.7440
H -1.8323 2.5042 2.2634
H -3.0618 1.2046 2.1672
H -2.8219 4.1372 -0.4453
H -1.7467 3.5087 -1.7497
H -1.0567 3.9570 -0.1517
H 1.9975 0.8396 -4.7916
H 1.9294 -0.5107 -3.6481
H 2.9809 0.8657 -3.3018
H 1.5150 3.4909 -3.6973
H 2.3024 3.1150 -2.1543
H 0.6321 3.7542 -2.1816
H -0.1069 2.2668 -4.9357
H -1.3378 2.5128 -3.6449
H -1.1920 0.9426 -4.4187
C -0.8708 -2.5130 -4.7947
C -1.8976 -2.3639 -5.7415
C -1.9213 -3.1176 -6.9182
C -0.9840 -4.1491 -7.1080
C 0.0316 -4.3561 -6.1433
C 0.0871 -3.5406 -4.9913
S -0.6559 -1.3820 -3.4448
H -0.8203 -2.1014 -2.1940
H -2.6861 -1.6446 -5.5436
H -2.6645 -2.9309 -7.6917
H -1.0288 -4.8130 -7.9838
H 0.7824 -5.1433 -6.2907
H 0.8568 -3.6943 -4.2385
C -1.0912 -0.8245 4.7157
N -1.0640 -1.3465 3.3557
C -1.1209 -2.6901 3.0092
C -1.0587 -2.7284 1.6479
N -1.0008 -1.4267 1.1343
C -0.9525 -0.6218 2.2202
H -2.0588 -1.0410 5.1978
H -0.2885 -1.2763 5.3229
H -0.9468 0.2614 4.7078
H -1.1666 -3.4556 3.7545
H -1.0139 -3.5655 0.9685
H -0.8135 0.4542 2.1983

Force components x, y, z for each atom (eV/Å):
1.274 -0.002 2.271
0.906 0.613 0.350
-0.893 0.799 0.094
0.494 0.826 -0.996
0.368 0.631 -0.422
-0.274 0.286 -0.448
-0.545 0.643 -0.170
0.291 -0.954 0.194
-0.371 -0.398 -0.075
-0.302 -0.058 -0.152
-0.164 -0.384 -0.327
0.149 -0.213 0.073
0.030 -0.035 0.258
0.120 0.152 0.076
0.084 -0.505 0.042
0.016 0.313 0.271
-0.059 -0.367 0.113
0.410 -0.582 0.969
-0.349 0.109 -0.160
0.048 0.134 0.114
0.158 -0.168 -0.131
-0.336 -0.066 -0.046
0.127 0.147 -0.054
0.031 0.034 0.227
-0.327 0.059 -0.102
0.100 0.221 -0.052
-0.193 -0.103 -0.258
0.095 -0.132 0.229
-0.141 -0.256 -0.197
0.023 0.262 -0.052
-0.061 0.170 0.233
0.097 -0.077 0.194
-0.303 0.023 -0.024
0.017 0.355 -0.140
0.243 0.187 -0.180
-0.119 0.113 0.367
-0.198 0.067 -0.180
-0.012 0.116 0.193
0.091 0.269 -0.050
-0.253 0.038 -0.139
-0.027 -0.162 0.201
-0.181 -0.013 -0.023
0.200 0.002 -0.051
-0.262 0.068 -0.004
0.127 0.130 -0.214
0.155 0.216 -0.131
0.385 -1.415 -0.840
-0.205 0.590 0.138
0.481 -0.544 0.271
0.423 0.193 0.594
-0.485 0.525 0.439
-0.013 0.063 -0.516
-0.543 -2.013 0.315
0.104 -0.864 -2.174
0.090 0.069 -0.225
0.008 -0.026 0.387
0.011 0.529 0.395
-0.421 0.383 0.154
0.025 0.003 -0.255
0.001 0.113 0.867
0.218 0.125 -0.899
0.175 0.962 -0.639
-0.150 0.425 -0.310
0.383 0.318 0.722
-0.425 -1.173 0.162
0.382 0.034 -0.304
-0.331 0.146 -0.366
-0.026 -0.274 -0.119
-0.056 -0.242 0.134
-0.163 -0.072 0.215
-0.152 -0.365 0.166

Atom charges from the Löwdin analysis, given in e for atoms 1 to 4: 0.614, 0.776, 0.683, 0.697